No. 1
A 2-piece molecular cluster, C25H41Cl2I3N5O7P2S overall, computed with the ωB97M-V functional and the def2-TZVPD basis.

```
! wB97M-V def2-TZVPD RIJCOSX def2/J DEFGRID3
* xyz 1 1
C -5.19 2.60 2.89
C -5.61 1.92 1.51
I -7.84 1.69 1.43
C -4.67 1.52 0.38
I -6.02 0.83 -1.27
C -3.03 1.62 0.43
N -2.61 2.96 1.07
C -3.37 4.02 0.70
O -4.28 4.90 0.19
C -2.32 1.86 -1.07
N -3.26 2.33 -2.15
P -0.98 3.25 -1.26
O -1.69 4.75 -1.86
Cl 0.35 2.78 -2.91
O -1.57 0.76 -1.60
C -0.56 0.16 -0.77
C -0.21 -1.31 -1.41
C -0.87 0.25 0.82
Cl 0.28 1.66 1.40
C -0.13 -1.00 1.57
C 1.54 -1.00 1.41
C 2.32 -0.65 2.83
C 3.36 0.64 2.71
C 4.20 0.66 4.16
C 5.68 -0.03 4.05
C 6.75 1.18 3.73
S 7.65 0.77 2.13
C 7.12 1.93 0.73
N 6.65 1.28 -0.56
N 6.36 2.36 -1.38
C 6.63 3.67 -0.65
O 7.10 3.40 0.72
N -2.35 0.45 1.19
C -2.62 0.39 2.67
C -1.81 1.25 3.76
O -1.61 2.56 3.88
I -0.85 0.21 5.51
P -3.04 -1.21 0.80
C -3.51 -1.58 -0.98
O -4.67 -1.36 1.56
H -5.66 3.70 2.92
H -4.09 2.70 3.19
H -5.75 2.03 3.78
H -3.78 3.20 -1.91
H -2.72 2.47 -3.05
H -0.94 5.40 -2.05
H 0.46 0.76 -0.98
H -0.67 -2.23 -0.89
H -0.54 -1.31 -2.55
H 0.98 -1.47 -1.40
H -0.25 -1.00 2.76
H -0.43 -2.08 1.25
H 1.88 -2.13 1.19
H 1.93 -0.40 0.48
H 1.61 -0.41 3.72
H 2.99 -1.57 3.17
H 4.11 0.57 1.82
H 2.83 1.68 2.65
H 3.53 0.06 4.92
H 4.23 1.77 4.58
H 5.62 -0.86 3.22
H 5.90 -0.57 5.09
H 7.53 1.22 4.62
H 6.16 2.20 3.62
H 6.48 4.72 -1.16
H -2.40 -0.73 3.03
H -3.74 0.47 2.99
H -3.55 -0.75 -1.78
H -2.77 -2.41 -1.40
H -4.57 -2.13 -1.06
H -4.48 -2.09 2.25
C 0.96 -5.60 -5.99
C 0.27 -5.32 -4.66
O 0.48 -3.98 -4.19
C 0.01 -2.93 -5.04
C -1.48 -2.99 -5.30
H 2.04 -5.42 -5.91
H 0.80 -6.65 -6.28
H 0.57 -4.97 -6.79
H 0.69 -5.98 -3.90
H -0.80 -5.53 -4.71
H 0.58 -2.92 -5.98
H 0.25 -1.99 -4.53
H -1.77 -3.90 -5.82
H -1.79 -2.14 -5.92
H -2.04 -2.96 -4.36
*
```

Computed properties:
HOMO level   -10.226 eV



No. 2
A 2-piece molecular cluster, C25H41F13N5O2S2 overall, computed with the ωB97M-V functional and the def2-TZVPD basis.

```
! wB97M-V def2-TZVPD RIJCOSX def2/J DEFGRID3
* xyz 1 1
C -4.46 1.16 -1.65
C -3.37 2.13 -1.15
C -2.64 1.63 0.09
C -2.08 2.75 0.96
C -1.36 2.19 2.18
N -0.36 1.18 1.74
C -0.99 0.22 0.95
N -0.99 -1.01 1.32
C -0.36 -1.52 2.54
C -1.21 -1.36 3.80
C -0.34 -1.67 5.03
C -0.82 -1.00 6.30
C 0.26 -1.17 7.40
C 0.14 -0.13 8.52
C 1.46 0.02 9.27
S 1.26 1.29 10.55
C 2.30 2.58 10.02
N 3.32 2.60 9.25
N 3.75 3.92 9.24
C 2.98 4.58 9.99
O 2.00 3.78 10.54
N -1.65 0.56 -0.24
C -0.59 0.98 -1.21
C -0.74 0.34 -2.58
C -0.65 -1.18 -2.65
F -1.67 -1.68 -1.88
F -0.92 -1.57 -3.90
C 0.62 -1.88 -2.12
F 0.28 -3.16 -1.89
F 1.05 -1.38 -0.94
C 1.86 -2.00 -3.11
F 2.82 -2.59 -2.37
F 1.52 -2.87 -4.06
C 2.34 -0.66 -3.71
F 1.50 -0.37 -4.69
F 2.27 0.27 -2.76
S 4.11 -0.66 -4.41
F 4.16 0.91 -4.20
F 3.56 -0.41 -5.86
F 4.05 -2.20 -4.68
F 4.68 -0.86 -2.97
F 5.56 -0.62 -4.97
H -4.46 0.24 -1.08
H -5.42 1.65 -1.60
H -4.23 0.87 -2.67
H -3.81 3.09 -0.88
H -2.68 2.35 -1.96
H -3.41 1.14 0.69
H -2.86 3.42 1.30
H -1.37 3.37 0.41
H -2.05 1.69 2.86
H -0.83 2.94 2.74
H 0.40 1.62 1.23
H -1.46 -1.66 0.70
H -0.16 -2.58 2.41
H 0.60 -1.05 2.70
H -2.05 -2.05 3.73
H -1.62 -0.36 3.91
H 0.66 -1.30 4.83
H -0.31 -2.75 5.16
H -1.73 -1.43 6.70
H -0.94 0.08 6.18
H 1.22 -0.99 6.90
H 0.25 -2.17 7.82
H -0.19 0.83 8.14
H -0.59 -0.49 9.24
H 2.30 0.21 8.61
H 1.64 -0.91 9.80
H 3.00 5.62 10.25
H 0.40 0.85 -0.79
H -0.68 2.06 -1.35
H -0.05 0.84 -3.25
H -1.73 0.59 -2.95
C -0.81 -2.79 -8.48
C -0.84 -1.74 -9.58
O -1.01 -0.42 -9.10
C -0.01 0.06 -8.23
C 1.38 0.10 -8.84
H -1.70 -2.73 -7.86
H -0.76 -3.79 -8.92
H 0.06 -2.68 -7.83
H -1.69 -1.93 -10.23
H 0.05 -1.81 -10.21
H -0.01 -0.52 -7.29
H -0.31 1.07 -7.96
H 1.75 -0.90 -9.08
H 2.08 0.55 -8.13
H 1.38 0.68 -9.76
*
```

Computed properties:
HOMO level   -10.599 eV



No. 3
C25H41N2O2P3PdSe as an isolated structure, computed with the ωB97M-V functional and the def2-TZVPD basis.

```
! wB97M-V def2-TZVPD RIJCOSX def2/J DEFGRID3
* xyz 4 5
P -0.85 0.22 -3.12
C -2.56 0.74 -3.15
H -2.93 0.62 -4.18
H -2.65 1.79 -2.89
H -3.17 0.13 -2.48
C 0.16 1.64 -3.51
H 1.19 1.35 -3.75
H 0.17 2.37 -2.69
H -0.28 2.11 -4.41
C -0.53 -1.08 -4.28
H -0.85 -0.75 -5.27
H -1.10 -1.97 -4.00
H 0.53 -1.33 -4.31
P 1.12 -2.88 0.20
C -0.33 -3.50 1.09
H -0.13 -4.54 1.42
H -1.21 -3.51 0.44
H -0.52 -2.89 1.97
C 1.32 -4.11 -1.13
H 2.27 -3.99 -1.65
H 0.50 -3.99 -1.84
H 1.27 -5.12 -0.70
C 2.47 -3.24 1.36
H 2.55 -4.32 1.51
H 2.24 -2.75 2.31
H 3.42 -2.85 0.98
P 2.13 1.78 1.88
C 1.24 2.51 3.25
H 1.90 3.28 3.68
H 1.03 1.76 4.03
H 0.30 2.97 2.91
C 3.71 1.17 2.41
H 4.16 1.95 3.03
H 4.35 0.95 1.54
H 3.59 0.25 3.00
C 2.30 2.98 0.58
H 3.00 3.74 0.96
H 1.34 3.45 0.35
H 2.70 2.54 -0.33
Pd 1.77 -0.78 -0.73
C -0.35 -0.62 -1.46
O -1.22 -1.34 -0.99
C 1.29 0.19 1.24
O 0.59 -0.45 2.03
C 4.18 -0.74 -0.61
C 3.90 0.54 -1.10
C 3.17 0.69 -2.27
C 2.80 -0.42 -3.02
C 3.09 -1.70 -2.56
C 3.79 -1.86 -1.36
H 4.76 -0.86 0.30
H 4.33 1.41 -0.61
H 3.00 1.70 -2.66
H 2.37 -0.31 -4.02
H 2.82 -2.57 -3.16
H 4.08 -2.85 -1.02
C -3.95 2.58 -0.26
N -3.49 1.77 0.86
C -2.19 1.37 1.06
Se -0.78 1.77 -0.04
N -2.23 0.60 2.21
C -3.51 0.54 2.73
C -4.03 -0.05 3.87
C -5.40 0.08 4.08
C -6.23 0.78 3.19
C -5.69 1.40 2.05
C -4.32 1.26 1.86
H -4.20 1.96 -1.13
H -3.16 3.29 -0.53
H -4.86 3.10 0.05
H -1.39 0.15 2.58
H -3.36 -0.59 4.54
H -5.86 -0.37 4.95
H -7.31 0.86 3.38
H -6.28 1.98 1.34
*
```

Computed properties:
HOMO level (spin up / spin down)   -17.924 / -19.500 eV



Computed values of molar mass (unit: g mol⁻¹) for the preceding records, in sequence: 1069.264 754.744 679.917.